1.
{"formula": "C18H15NO6S", "method": "the ωB97M-V functional and the def2-TZVPD basis", "homo_lumo_gap_ev": 8.362, "e_homo_ev": -8.52, "spin_multiplicity": 1, "elements": ["C", "C", "O", "C", "C", "O", "C", "C", "C", "C", "C", "C", "H", "N", "S", "O", "O", "C", "C", "C", "C", "C", "C", "H", "H", "C", "O", "O", "H", "H", "H", "H", "H", "H", "C", "H", "H", "H", "H", "H", "H"], "xyz": [[3.8713, 1.1575, -2.5364], [2.6823, 0.5555, -1.8284], [1.6204, 0.3966, -2.3919], [2.8602, 0.1730, -0.4255], [3.7970, 0.5573, 0.5059], [3.5383, 0.0253, 1.7213], [2.4150, -0.7316, 1.6060], [1.7691, -1.4610, 2.5891], [0.6180, -2.1293, 2.2234], [0.1400, -2.1044, 0.9036], [0.8136, -1.4026, -0.0842], [1.9418, -0.6848, 0.2843], [0.4813, -1.4290, -1.1059], [-1.0265, -2.7846, 0.5750], [-2.0475, -2.2779, -0.6638], [-3.3075, -2.8776, -0.3407], [-1.4533, -2.5558, -1.9305], [-2.1303, -0.5046, -0.4002], [-2.7897, -0.0605, 0.7308], [-2.8305, 1.2936, 1.0061], [-2.1981, 2.1882, 0.1437], [-1.5478, 1.7248, -0.9985], [-1.5176, 0.3701, -1.2770], [-1.0198, -0.0066, -2.1557], [-1.0681, 2.4358, -1.6532], [-2.2002, 3.6481, 0.4111], [-1.6200, 4.4660, -0.2559], [-2.9207, 3.9890, 1.4894], [-2.8928, 4.9510, 1.6122], [-3.3409, 1.6647, 1.8807], [-3.2744, -0.7802, 1.3719], [-1.5212, -3.2249, 1.3340], [0.0753, -2.6986, 2.9634], [2.1458, -1.4977, 3.5983], [4.9835, 1.4488, 0.4389], [5.4042, 1.5423, 1.4370], [4.7077, 2.4374, 0.0769], [5.7430, 1.0410, -0.2258], [3.6560, 1.2210, -3.6001], [4.0554, 2.1594, -2.1559], [4.7606, 0.5546, -2.3757]], "nbo_charge": [-0.709, 0.581, -0.554, -0.284, 0.406, -0.409, 0.235, -0.226, -0.238, 0.131, -0.265, 0.012, 0.256, -0.842, 2.305, -0.936, -0.915, -0.227, -0.227, -0.162, -0.159, -0.147, -0.212, 0.261, 0.246, 0.776, -0.583, -0.684, 0.504, 0.237, 0.235, 0.419, 0.211, 0.229, -0.675, 0.243, 0.236, 0.236, 0.242, 0.230, 0.224]}

2.
{"formula": "C17H11Cl5NO4", "method": "the ωB97M-V functional and the def2-TZVPD basis", "homo_lumo_gap_ev": 7.269, "charge": -1, "e_homo_ev": -4.84, "spin_multiplicity": 1, "elements": ["Cl", "C", "C", "Cl", "C", "O", "C", "Cl", "C", "Cl", "C", "O", "C", "C", "O", "C", "C", "N", "C", "C", "C", "C", "C", "Cl", "C", "C", "O", "H", "H", "H", "H", "H", "H", "H", "H", "H", "H", "H"], "xyz": [[-1.5595, -2.7682, -2.0590], [-1.1107, -2.5626, -0.4187], [-0.8797, -3.6400, 0.3522], [-0.8340, -5.2249, -0.2816], [-0.5363, -3.5155, 1.7915], [-0.1323, -4.5096, 2.4438], [-0.5120, -2.1450, 2.3631], [-0.1465, -2.0624, 4.0185], [-0.6923, -1.0416, 1.6099], [-0.7085, 0.5025, 2.3046], [-1.3057, -1.1141, 0.1782], [-2.3989, -0.5152, -0.0721], [2.4765, -4.0505, -1.6694], [2.5268, -2.9129, -0.6943], [1.4079, -2.0495, -1.1485], [1.2345, -0.9595, -0.3570], [-0.0782, -0.3046, -0.6920], [0.0028, 1.0695, -0.3902], [-0.8341, 1.9446, -0.8545], [-0.8017, 3.3587, -0.4161], [-1.9472, 4.1805, -0.5398], [-1.9538, 5.4543, 0.0193], [-0.8050, 5.9425, 0.6568], [-0.8196, 7.4987, 1.3273], [0.3474, 5.1549, 0.7325], [0.3471, 3.8530, 0.2201], [1.9878, -0.6176, 0.5469], [3.1354, -4.8630, -1.3269], [1.4457, -4.4519, -1.7677], [2.8223, -3.7195, -2.6702], [2.3089, -3.2405, 0.3227], [3.4668, -2.3552, -0.7500], [-0.5538, -0.6136, -1.6405], [-1.6800, 1.6802, -1.5406], [-2.8306, 3.7769, -1.0544], [-2.8425, 6.0735, -0.0408], [1.2373, 5.5525, 1.1943], [1.2157, 3.1952, 0.3028]], "nbo_charge": [0.050, 0.025, -0.226, 0.023, 0.490, -0.556, -0.225, 0.032, 0.011, 0.092, 0.344, -0.787, -0.631, -0.076, -0.532, 0.797, -0.278, -0.396, 0.089, -0.081, -0.176, -0.237, -0.077, 0.006, -0.232, -0.163, -0.612, 0.205, 0.231, 0.202, 0.198, 0.192, 0.225, 0.170, 0.220, 0.218, 0.217, 0.248]}

3.
{"formula": "C28H25BrN4O3PdS2", "method": "the ωB97M-V functional and the def2-TZVPD basis", "homo_lumo_gap_ev": [7.062, 7.002], "e_homo_ev": [-8.14, -7.85], "spin_multiplicity": 1, "elements": ["Pd", "N", "C", "S", "N", "N", "C", "C", "C", "C", "C", "C", "C", "C", "C", "C", "C", "C", "N", "H", "H", "H", "H", "H", "H", "H", "H", "H", "H", "H", "C", "C", "C", "C", "C", "C", "C", "S", "C", "O", "H", "H", "H", "H", "H", "H", "H", "H", "H", "H", "Br", "C", "C", "C", "C", "C", "C", "C", "O", "O", "H", "H", "H", "H"], "xyz": [[0.2214, -1.4606, -0.3372], [-0.9360, -2.4507, -4.3168], [-0.9930, -2.2015, -2.9937], [-0.0485, -3.2293, -1.9377], [-1.8013, -1.2749, -2.5665], [-1.6732, -1.1291, -1.2059], [-2.7248, -0.9876, -0.4895], [-4.0889, -1.0264, -1.0778], [-4.5598, -2.2347, -1.5824], [-5.8525, -2.3234, -2.0731], [-6.6773, -1.2061, -2.0722], [-6.2015, 0.0056, -1.5934], [-4.9097, 0.0954, -1.0940], [-2.5468, -0.9423, 0.9898], [-3.5189, -0.4691, 1.8588], [-3.2592, -0.4953, 3.2200], [-2.0517, -1.0029, 3.6695], [-1.1410, -1.4630, 2.7297], [-1.3893, -1.4361, 1.4270], [-0.3429, -3.1820, -4.6621], [-1.5563, -1.9610, -4.9370], [-3.9066, -3.0986, -1.5899], [-6.2159, -3.2655, -2.4618], [-7.6913, -1.2804, -2.4427], [-6.8342, 0.8832, -1.6114], [-4.5262, 1.0456, -0.7420], [-4.4585, -0.0956, 1.4777], [-3.9936, -0.1177, 3.9190], [-1.8142, -1.0451, 4.7231], [-0.1779, -1.8645, 3.0225], [2.3728, 4.2455, -1.9100], [2.5349, 2.7582, -1.7494], [1.8079, 1.8776, -2.5490], [1.9475, 0.5101, -2.4100], [2.8246, -0.0055, -1.4614], [3.5547, 0.8532, -0.6584], [3.4071, 2.2271, -0.8094], [2.8425, -1.8105, -1.3743], [4.4140, -2.0432, -0.5353], [3.0370, -2.2619, -2.7787], [2.4943, 4.5386, -2.9535], [3.1050, 4.7893, -1.3149], [1.3769, 4.5644, -1.5959], [1.1177, 2.2718, -3.2858], [1.4051, -0.1636, -3.0640], [4.2154, 0.4785, 0.1102], [3.9779, 2.8929, -0.1726], [5.1611, -1.4110, -1.0083], [4.6607, -3.0931, -0.6802], [4.2886, -1.8221, 0.5230], [4.0758, 3.5452, 5.8181], [3.2818, 2.4648, 4.4788], [3.5524, 1.1064, 4.4582], [2.9718, 0.3232, 3.4713], [2.1265, 0.8927, 2.5276], [1.8662, 2.2571, 2.5678], [2.4464, 3.0535, 3.5427], [1.4942, 0.0445, 1.4662], [0.5997, 0.5517, 0.7422], [1.8714, -1.1517, 1.3336], [4.2078, 0.6703, 5.1989], [3.1679, -0.7398, 3.4214], [1.2064, 2.6829, 1.8238], [2.2556, 4.1169, 3.5774]], "nbo_charge": [0.897, -0.788, 0.285, -0.168, -0.437, -0.209, 0.234, -0.102, -0.119, -0.225, -0.203, -0.210, -0.196, 0.159, -0.222, -0.158, -0.241, 0.061, -0.455, 0.413, 0.406, 0.217, 0.217, 0.216, 0.217, 0.218, 0.233, 0.222, 0.227, 0.217, -0.628, -0.007, -0.194, -0.197, -0.285, -0.159, -0.221, 1.312, -0.830, -0.978, 0.220, 0.215, 0.221, 0.211, 0.238, 0.214, 0.211, 0.235, 0.246, 0.248, 0.053, -0.073, -0.240, -0.189, -0.102, -0.168, -0.253, 0.746, -0.713, -0.771, 0.227, 0.237, 0.240, 0.228]}

4.
{"formula": "C14H54O13", "method": "the ωB97M-V functional and the def2-TZVPD basis", "homo_lumo_gap_ev": 9.943, "e_homo_ev": -9.97, "spin_multiplicity": 1, "elements": ["O", "H", "H", "O", "H", "H", "O", "H", "H", "O", "H", "H", "O", "H", "H", "O", "H", "H", "C", "C", "O", "H", "H", "H", "H", "H", "H", "C", "C", "O", "H", "H", "H", "H", "H", "H", "C", "C", "O", "H", "H", "H", "H", "H", "H", "C", "C", "O", "H", "H", "H", "H", "H", "H", "C", "C", "O", "H", "H", "H", "H", "H", "H", "C", "C", "O", "H", "H", "H", "H", "H", "H", "C", "C", "O", "H", "H", "H", "H", "H", "H"], "xyz": [[-15.1468, 14.8028, 16.3819], [-14.9230, 15.0802, 17.2703], [-15.9103, 15.3316, 16.1504], [-7.5469, 11.4206, 9.3633], [-7.9719, 12.2088, 9.7014], [-7.2607, 11.6614, 8.4822], [-14.8672, 18.7521, 11.0094], [-14.2297, 19.4508, 11.1569], [-14.5481, 18.0207, 11.5380], [-12.1935, 14.9664, 20.0512], [-11.2456, 14.9429, 19.9202], [-12.3051, 15.3161, 20.9352], [-11.4925, 14.0599, 9.1762], [-11.5091, 14.6927, 9.8942], [-12.0148, 13.3232, 9.4935], [-14.6436, 10.4126, 14.5307], [-13.8359, 10.0054, 14.8437], [-14.7360, 11.2026, 15.0633], [-5.4767, 21.7611, 14.3813], [-4.3792, 21.0519, 13.6167], [-3.3719, 21.9295, 13.1857], [-6.0004, 22.4453, 13.7137], [-5.1455, 22.2434, 15.3010], [-6.2082, 20.9889, 14.6194], [-4.8211, 20.4982, 12.7883], [-3.9319, 20.3338, 14.3040], [-2.5542, 21.4266, 13.1728], [-9.6447, 16.0074, 13.0808], [-10.7543, 15.7813, 14.0471], [-11.8172, 15.4127, 13.2220], [-9.9438, 16.7196, 12.3117], [-9.2032, 15.0548, 12.7882], [-8.8514, 16.5353, 13.6099], [-11.1704, 16.5028, 14.7503], [-10.5060, 15.0377, 14.8044], [-12.4887, 15.0881, 13.8264], [-5.3899, 16.1460, 18.5305], [-5.6969, 14.8814, 19.3807], [-7.0252, 14.9890, 19.8910], [-4.4466, 16.0534, 17.9923], [-5.5173, 17.0554, 19.1177], [-6.0293, 16.2208, 17.6509], [-4.9305, 14.8078, 20.1523], [-5.6536, 13.9438, 18.8264], [-7.1433, 14.1720, 20.3811], [-4.5966, 9.8763, 14.9074], [-4.4274, 11.1652, 14.0935], [-3.4138, 11.9329, 14.6936], [-3.6275, 9.5392, 15.2751], [-5.0900, 9.1644, 14.2457], [-5.2985, 10.0767, 15.7169], [-5.3807, 11.6878, 14.0145], [-4.0825, 10.9692, 13.0783], [-3.3336, 12.7841, 14.2571], [-12.8854, 20.2397, 19.9584], [-11.4543, 20.2090, 20.5650], [-10.4652, 20.5771, 19.6177], [-13.1990, 21.2341, 19.6407], [-13.4727, 19.8610, 20.7949], [-12.9238, 19.4988, 19.1599], [-11.2465, 19.2069, 20.9402], [-11.2869, 20.8244, 21.4490], [-9.5663, 20.6060, 19.9535], [-5.7258, 16.9457, 8.5947], [-6.2786, 17.5904, 7.3212], [-6.0976, 16.8183, 6.2254], [-4.6898, 16.6118, 8.5375], [-6.2249, 16.0335, 8.9218], [-5.8080, 17.6430, 9.4284], [-5.8930, 18.5984, 7.1679], [-7.3654, 17.6500, 7.3780], [-5.2575, 16.9663, 5.7849], [-18.4523, 14.6188, 10.3183], [-18.7102, 14.9854, 8.8160], [-19.2238, 13.8349, 8.2086], [-17.6702, 15.2712, 10.7064], [-18.0868, 13.5996, 10.4434], [-19.3594, 14.8100, 10.8916], [-17.8058, 15.2793, 8.2833], [-19.3413, 15.8646, 8.6859], [-19.7381, 14.1264, 7.4522]], "lowdin_charge": [-0.055, 0.028, 0.029, -0.055, 0.024, 0.029, -0.053, 0.028, 0.024, -0.054, 0.027, 0.027, -0.053, 0.019, 0.031, -0.053, 0.027, 0.025, -0.091, -0.353, -0.069, 0.074, 0.077, 0.071, 0.105, 0.106, 0.080, -0.085, -0.363, -0.083, 0.081, 0.083, 0.070, 0.112, 0.107, 0.081, -0.082, -0.311, -0.091, 0.067, 0.073, 0.063, 0.102, 0.105, 0.074, -0.078, -0.339, -0.087, 0.076, 0.071, 0.068, 0.105, 0.104, 0.080, -0.068, -0.327, -0.091, 0.072, 0.067, 0.071, 0.096, 0.102, 0.079, -0.086, -0.368, -0.061, 0.067, 0.065, 0.064, 0.112, 0.114, 0.093, -0.069, -0.327, -0.082, 0.059, 0.071, 0.065, 0.099, 0.104, 0.081]}

5.
{"formula": "C49H47As2N7NiS3", "method": "the ωB97M-V functional and the def2-TZVPD basis", "homo_lumo_gap_ev": [7.820, 8.298], "charge": 2, "s_squared": 2.01, "e_homo_ev": [-12.72, -13.20], "spin_multiplicity": 3, "elements": ["Ni", "N", "C", "C", "C", "C", "C", "C", "N", "C", "C", "C", "S", "C", "N", "H", "H", "H", "H", "H", "H", "H", "C", "C", "As", "C", "C", "C", "C", "C", "C", "C", "C", "C", "C", "C", "C", "As", "C", "C", "C", "C", "C", "C", "C", "C", "C", "C", "C", "C", "H", "H", "H", "H", "H", "H", "H", "H", "H", "H", "H", "H", "H", "H", "H", "H", "H", "H", "H", "H", "H", "H", "H", "H", "C", "N", "C", "S", "N", "C", "H", "H", "H", "H", "H", "H", "H", "H", "S", "C", "C", "C", "N", "C", "C", "C", "C", "C", "N", "C", "C", "H", "H", "H", "H", "H", "H", "H", "H"], "xyz": [[-0.1100, 0.0248, -0.0080], [1.0809, 1.5742, 3.6730], [1.7301, 2.6105, 3.0119], [2.4870, 3.6816, 3.4746], [3.0302, 4.5074, 2.5113], [2.8383, 4.2696, 1.1388], [2.0803, 3.2093, 0.6887], [1.5057, 2.3812, 1.6517], [0.7162, 1.2525, 1.5093], [0.5153, 0.7942, 2.7207], [-0.1918, -0.4670, 2.9194], [-0.5456, -1.1187, 4.0605], [-1.3631, -2.5652, 3.6658], [-1.1857, -2.2194, 2.0114], [-0.5537, -1.1089, 1.7584], [1.0530, 1.4218, 4.6664], [2.6493, 3.8593, 4.5285], [3.6311, 5.3520, 2.8184], [3.3068, 4.9298, 0.4220], [1.9665, 3.0097, -0.3700], [-0.3898, -0.8255, 5.0855], [-1.5773, -2.8712, 1.2400], [-0.9648, 0.4489, -3.4989], [-1.9978, -0.5020, -2.9040], [-1.0548, -1.6995, -1.6819], [-0.0163, -2.6833, -2.9889], [1.3573, -2.8527, -2.8792], [2.0471, -3.5673, -3.8531], [1.3696, -4.1096, -4.9313], [-0.0069, -3.9464, -5.0404], [-0.6984, -3.2400, -4.0717], [-2.3803, -3.0348, -1.2219], [-1.9424, -4.3326, -0.9611], [-2.8539, -5.3243, -0.6280], [-4.2095, -5.0283, -0.5613], [-4.6511, -3.7427, -0.8350], [-3.7401, -2.7468, -1.1649], [-0.0267, 1.4992, -2.1258], [1.5400, 2.0955, -3.0559], [2.7692, 1.5454, -2.7036], [3.9117, 1.9039, -3.4067], [3.8217, 2.8070, -4.4559], [2.5941, 3.3549, -4.8060], [1.4502, 3.0024, -4.1079], [-1.1436, 3.0799, -2.0828], [-2.4929, 2.9987, -2.4047], [-3.3057, 4.1163, -2.2926], [-2.7847, 5.3223, -1.8485], [-1.4331, 5.4119, -1.5409], [-0.6145, 4.2976, -1.6617], [-1.4083, 1.1467, -4.2111], [-0.1898, -0.1120, -4.0274], [-2.4935, -1.0935, -3.6757], [-2.7677, 0.0255, -2.3373], [1.8971, -2.4239, -2.0460], [3.1179, -3.6953, -3.7645], [1.9091, -4.6624, -5.6884], [-0.5393, -4.3744, -5.8789], [-1.7758, -3.1454, -4.1562], [-0.8892, -4.5823, -1.0453], [-2.5084, -6.3318, -0.4384], [-4.9217, -5.8041, -0.3154], [-5.7085, -3.5155, -0.8070], [-4.1094, -1.7561, -1.4072], [2.8410, 0.8419, -1.8808], [4.8687, 1.4790, -3.1349], [4.7114, 3.0874, -5.0034], [2.5296, 4.0584, -5.6252], [0.4962, 3.4397, -4.3803], [-2.9250, 2.0724, -2.7613], [-4.3497, 4.0460, -2.5616], [-3.4275, 6.1897, -1.7649], [-1.0104, 6.3555, -1.2221], [0.4415, 4.3932, -1.4405], [3.7541, -1.6937, 3.5362], [3.2486, -1.0252, 2.3506], [2.6111, -1.6377, 1.3473], [2.3227, -0.7782, -0.0982], [2.2409, -2.9094, 1.5179], [1.7259, -3.7367, 0.4374], [4.2211, -0.9528, 4.1786], [4.5000, -2.4518, 3.2870], [2.9382, -2.1543, 4.0987], [3.6026, -0.1110, 2.1150], [2.5797, -3.3938, 2.3352], [0.9583, -3.1883, -0.1049], [1.2945, -4.6372, 0.8704], [2.5155, -4.0116, -0.2632], [-5.7770, 2.5778, 2.4332], [-4.3213, 1.9850, 1.6174], [-4.2897, 0.6834, 1.1245], [-3.1247, 0.2131, 0.5504], [-2.0154, 0.9464, 0.4169], [-2.0520, 2.1983, 0.8951], [-3.1613, 2.7478, 1.5014], [-5.9981, 4.1674, 1.6572], [-6.6432, 4.2666, 0.4340], [-6.7850, 5.5254, -0.1286], [-6.3358, 6.6423, 0.4362], [-5.7510, 6.5366, 1.6249], [-5.5619, 5.3271, 2.2814], [-5.1571, 0.0414, 1.1962], [-3.0784, -0.8064, 0.1860], [-1.1502, 2.7834, 0.7850], [-3.1175, 3.7606, 1.8752], [-7.0361, 3.3897, -0.0631], [-7.2878, 5.6424, -1.0830], [-5.4174, 7.4613, 2.0807], [-5.0936, 5.2943, 3.2558]], "mulliken_spin": [1.415, 0.000, -0.002, -0.001, 0.001, 0.000, -0.002, 0.010, 0.086, -0.001, -0.006, 0.002, 0.005, -0.010, 0.059, 0.000, 0.000, 0.000, 0.000, 0.002, 0.001, 0.004, 0.004, -0.007, 0.075, 0.021, -0.002, -0.001, 0.000, 0.001, 0.006, 0.015, 0.006, -0.002, 0.005, -0.002, 0.003, 0.084, 0.020, -0.001, -0.001, 0.000, 0.001, 0.003, 0.010, -0.001, -0.002, 0.004, -0.002, 0.000, 0.003, 0.001, 0.000, -0.003, 0.005, 0.000, 0.000, 0.000, 0.001, 0.000, 0.000, 0.000, 0.000, 0.001, 0.002, 0.000, 0.000, 0.000, 0.001, 0.001, 0.000, 0.000, 0.000, 0.000, -0.001, 0.010, 0.023, 0.049, 0.006, 0.004, 0.000, 0.001, 0.001, 0.000, 0.000, 0.005, 0.000, -0.001, -0.001, -0.003, 0.004, 0.005, 0.089, -0.009, 0.005, 0.000, 0.000, 0.000, 0.000, 0.000, 0.000, 0.001, -0.002, 0.003, 0.000, 0.000, 0.000, 0.000, 0.000]}

E in hartree, matching the order above: -1599.33535; -3311.11582; -5024.98980; -1543.74054; -9452.78537
Strongest force on any atom in eV Å⁻¹, matching the order above: 1.28; 2.97; 1.28; 3.11; 0.25
ΔE to the lowest compared entry with this formula, charge and spin in eV, matching the order above: 0.000; 0.304; 1.631; 2.719; 0.000